[1]
Formula: H4N2S2
Source: OMol25
Level of theory: ωB97M-V/def2-TZVPD

## Properties
HOMO level (alpha / beta) ... -8.16 / -8.27 eV
Multiplicity ... 1
HOMO-LUMO gap (alpha / beta) ... 7.62 / 7.66 eV
Lowest unoccupied orbital energy (alpha / beta) ... -0.543 / -0.611 eV

```
8
Properties=species:S:1:pos:R:3:forces:R:3:mulliken_charge:R:1
N -2.521263 0.189027 0.553206 0.8 1.1 1.7 -0.4453
N 2.199428 -0.036176 -0.722350 1.0 -1.7 -0.7 -0.3838
S -1.556229 -0.485692 -0.554595 1.3 -0.9 -1.7 -0.1162
S 1.283509 -0.419837 0.567948 -0.5 -0.4 0.0 -0.1238
H -2.006475 1.029653 0.924285 -1.5 -1.0 0.0 0.2896
H -2.769127 -0.518457 1.246898 -0.2 0.8 0.2 0.2737
H 2.463235 0.892028 -0.837832 0.2 1.9 -0.2 0.2444
H 2.906922 -0.650545 -1.177561 -1.2 0.2 0.8 0.2614
```
Positions in Å, forces in eV/Å.

[2]
Formula: C3H7N4
Source: OMol25
Level of theory: ωB97M-V/def2-TZVPD

## Properties
HOMO level (alpha / beta) ... -12.84 / -12.84 eV
Multiplicity ... 1
HOMO-LUMO gap (alpha / beta) ... 8.61 / 8.61 eV
Total charge ... +1
Lowest unoccupied orbital energy (alpha / beta) ... -4.232 / -4.233 eV

```
14
Properties=species:S:1:pos:R:3:forces:R:3:mulliken_charge:R:1
C -0.621950 -0.764691 -0.611260 0.3 -0.1 0.3 -0.3567
C -0.734327 0.736855 1.074453 -2.0 1.5 1.8 0.4241
C 1.503874 0.387537 0.436589 1.7 -1.4 1.8 -0.9168
N -1.230317 0.819655 -2.288914 0.5 0.7 0.0 -0.8129
N -1.136522 -0.337397 -1.749726 -1.1 1.5 -0.2 0.4334
N 0.027151 0.246819 0.247141 2.8 -2.6 -3.5 -0.0331
N -1.491231 1.158318 1.824941 -0.1 0.1 0.7 -0.0227
H -0.957007 -1.765954 -0.332496 0.7 0.5 0.6 0.3605
H 2.220503 0.600296 -0.354187 -1.2 0.8 -0.8 0.3391
H 1.792233 0.941349 1.353240 -0.9 0.5 -0.7 0.3463
H 1.907882 -0.577480 0.752793 -0.6 -0.5 -0.1 0.3628
H -1.729540 -1.046131 -2.241446 0.9 0.6 0.2 0.3200
H -0.769468 1.621449 -1.745634 -0.5 -1.9 -0.5 0.2482
H -1.943619 1.798866 2.428607 -0.6 0.4 0.3 0.3078
```
Positions in Å, forces in eV/Å.

[3]
Formula: C18H14N6O
Source: OMol25
Level of theory: ωB97M-V/def2-TZVPD

## Properties
HOMO level ... -7.88 eV
SMILES ... Cn1ncc2c1ncn1nc(COc3ccc4ccccc4c3)nc21
Multiplicity ... 1
HOMO-LUMO gap ... 8.20 eV
Lowest unoccupied orbital energy ... 0.323 eV

```
39
Properties=species:S:1:pos:R:3:forces:R:3:mulliken_charge:R:1
C -2.691180 -1.663641 5.615725 -0.3 -0.4 0.1 -0.8032
N -1.811956 -0.692259 5.034000 0.3 0.0 -0.5 0.7683
N -1.669715 0.522988 5.566814 -0.2 0.5 0.6 -0.9850
C -0.810608 1.195045 4.833731 0.0 -0.2 -0.2 -0.7056
C -0.357869 0.396982 3.765964 -0.6 -0.8 0.3 0.3361
C -1.041148 -0.830677 3.938536 0.6 1.0 -0.2 0.6712
N -0.938192 -1.924778 3.153911 -0.2 -0.4 0.0 -0.5945
C -0.130497 -1.820815 2.153770 -0.2 -0.5 0.0 0.1961
N 0.577558 -0.697022 1.891344 -0.1 1.2 0.8 0.8645
N 1.434508 -0.487903 0.884467 0.7 -0.3 -1.0 -1.4480
C 1.840963 0.750471 1.066868 -0.4 -0.6 0.3 0.4322
C 2.817425 1.439896 0.175555 0.2 0.2 0.0 -0.5670
O 2.915683 0.869633 -1.102746 0.0 -0.1 -0.1 -0.4821
C 1.792107 0.792382 -1.876177 0.0 -0.3 -0.6 0.6583
C 0.568160 1.415303 -1.560477 -0.1 0.2 0.1 -0.1772
C -0.503528 1.289993 -2.399970 0.1 0.0 0.1 -1.2851
C -0.419080 0.549415 -3.594550 0.3 -0.1 0.0 0.7791
C -1.512894 0.402917 -4.472454 -0.1 -0.1 -0.2 -0.7155
C -1.390854 -0.322367 -5.623928 -0.3 0.2 0.1 -0.5146
C -0.168320 -0.933019 -5.948790 0.3 -0.1 0.0 -0.5054
C 0.909805 -0.809399 -5.119244 -0.1 -0.1 -0.2 -0.7721
C 0.817459 -0.068222 -3.920771 -0.3 0.2 0.2 0.8654
C 1.904640 0.069944 -3.042382 0.2 0.2 0.4 -0.7360
N 1.301081 1.372447 2.140489 -0.1 0.4 0.3 -0.7851
C 0.508886 0.465065 2.663278 0.1 -0.3 -0.3 0.2378
H -2.125365 -2.536418 5.944065 -0.1 0.0 0.0 0.3000
H -3.181367 -1.197287 6.467084 0.0 0.0 -0.1 0.3149
H -3.433941 -1.982649 4.883962 0.0 0.0 0.1 0.3050
H -0.543513 2.201932 5.079257 0.0 0.2 0.1 0.5536
H 0.003565 -2.653912 1.481193 0.1 0.0 -0.2 0.4363
H 3.820707 1.346972 0.606368 -0.2 0.1 -0.1 0.3131
H 2.563699 2.508659 0.135612 0.0 -0.2 0.0 0.3029
H 0.466077 1.995317 -0.655792 0.0 0.1 0.1 0.4133
H -1.440172 1.768599 -2.150010 -0.1 0.0 0.0 0.3724
H -2.450556 0.876384 -4.216613 -0.1 0.0 0.0 0.3791
H -2.232018 -0.431515 -6.292933 -0.1 0.0 0.0 0.3827
H -0.089667 -1.502608 -6.863511 0.0 0.0 -0.1 0.3768
H 1.851484 -1.278198 -5.366079 0.1 -0.1 0.0 0.3871
H 2.848633 -0.397654 -3.275566 0.1 -0.1 0.0 0.4302
```
Positions in Å, forces in eV/Å.

[4]
Formula: C20H23AsCrIN5S4
Source: OMol25
Level of theory: ωB97M-V/def2-TZVPD

## Properties
HOMO level (alpha / beta) ... -3.89 / -3.89 eV
Multiplicity ... 4
HOMO-LUMO gap (alpha / beta) ... 5.91 / 5.92 eV
Total charge ... -1
Lowest unoccupied orbital energy (alpha / beta) ... 2.021 / 2.022 eV

```
55
Properties=species:S:1:pos:R:3:forces:R:3:mulliken_charge:R:1
Cr -1.694382 0.542478 -0.172300 0.6 0.9 -0.3 0.3645
S -4.158382 4.512578 0.598500 -0.3 -0.2 0.1 -0.5559
As -2.369282 3.553178 0.106500 -0.1 0.6 0.2 0.3957
S -1.772482 1.985978 1.646400 0.0 -0.1 -0.2 -0.5803
S -2.660482 2.208278 -1.643500 0.0 -0.2 -0.2 -0.7745
S -0.747982 4.852278 -0.180000 0.4 -0.1 -0.1 -0.5759
C 2.423218 -2.636622 2.429900 0.1 -0.2 -0.1 -0.5624
C 1.807018 -1.414722 2.741400 -0.1 0.3 0.1 -0.7492
C 0.723918 -0.980422 2.023300 0.1 0.2 0.2 -0.4234
C 0.189118 -1.743922 0.965500 0.0 -0.3 -0.1 1.0321
C -0.952982 -1.297222 0.238100 0.0 -0.7 0.0 -0.2301
C -1.438082 -2.165122 -0.726700 -0.5 0.7 0.3 -0.1770
C -0.826982 -3.380722 -1.057200 0.4 -0.4 0.0 -0.9916
C 0.298618 -3.777622 -0.386400 -0.3 -0.1 -0.4 -0.9450
C 0.816518 -2.985522 0.658000 -0.1 0.3 0.1 1.0600
C 1.943118 -3.397522 1.400800 0.1 -0.1 0.1 -0.8423
H 3.277018 -2.974622 3.005600 0.0 0.0 0.0 0.3796
H 2.192818 -0.822622 3.561900 0.0 0.1 0.0 0.4385
H 0.237518 -0.042422 2.258300 0.0 0.1 0.0 0.2154
H -2.343182 -1.893022 -1.280400 0.1 0.0 0.0 0.4277
H -1.246382 -3.990022 -1.851800 0.1 0.0 0.1 0.3778
H 0.801218 -4.698922 -0.647200 0.0 -0.1 0.0 0.3316
H 2.404518 -4.343322 1.143000 0.1 0.0 0.0 0.3761
I -6.631882 -1.805422 2.652400 0.3 0.2 -0.3 0.0566
C -5.371782 -0.835922 1.301100 -0.4 -0.4 0.4 -0.6297
C -5.749482 -0.158822 0.163000 0.7 0.1 0.0 -0.1994
N -4.610982 0.300878 -0.390400 -0.6 -0.1 0.3 -0.1427
N -3.535082 -0.023122 0.349200 -1.4 -0.6 0.0 1.0040
C -3.982982 -0.730722 1.381900 -0.1 0.2 -0.3 -0.5246
H -6.716982 0.017478 -0.259600 -0.1 0.1 -0.1 0.4489
H -4.468482 1.014878 -1.124500 0.2 0.0 0.2 -0.0115
H -3.312782 -1.097422 2.135500 0.1 -0.1 0.0 0.4535
C 3.576218 1.894278 0.793900 -0.1 0.2 -0.1 -0.5826
C 2.309718 2.590778 1.257600 0.2 0.0 0.0 -0.7895
N 1.187618 2.010978 0.575800 0.1 0.0 0.0 0.5514
C 1.217718 1.368978 -0.600700 -0.2 0.0 0.4 0.2637
N 0.093718 0.875778 -1.059600 0.4 0.0 -0.1 0.2366
C 0.116818 0.317978 -2.397400 0.0 0.0 -0.3 -0.8451
C 1.401418 -0.468022 -2.633900 -0.2 0.2 0.1 -0.4309
C 2.549218 0.519478 -2.485000 -0.1 -0.2 -0.3 -0.7873
N 2.422618 1.219178 -1.226900 0.0 0.0 0.1 0.2413
C 3.573918 1.940178 -0.730800 0.2 0.1 0.2 -0.7448
H 3.562618 0.851978 1.118800 0.1 0.0 0.0 0.2196
H 4.457018 2.387378 1.203000 0.1 0.0 0.0 0.3934
H 2.363218 3.667878 1.058500 0.0 0.0 0.0 0.3409
H 2.153618 2.460578 2.330500 0.0 0.0 0.0 0.3957
H 0.262718 2.265378 0.929200 0.0 -0.1 -0.2 -0.5135
H 0.033518 1.134978 -3.128600 -0.1 -0.2 0.0 0.4834
H -0.759982 -0.332122 -2.525400 0.2 0.2 0.0 0.2249
H 1.401018 -0.933122 -3.621600 0.1 0.1 0.0 0.3634
H 1.478418 -1.249922 -1.874800 0.0 -0.1 0.0 0.1268
H 2.538418 1.236478 -3.322200 0.1 -0.1 0.1 0.2755
H 3.515318 -0.001622 -2.495500 -0.1 0.1 0.0 0.4764
H 3.549218 2.986678 -1.069300 0.1 -0.1 0.0 0.2515
H 4.472318 1.463678 -1.135900 -0.1 0.1 0.0 0.4024
```
Positions in Å, forces in eV/Å.

[5]
Formula: C3H6N2OS
Source: OMol25
Level of theory: ωB97M-V/def2-TZVPD

## Properties
HOMO level ... -9.70 eV
SMILES ... [H]/N=C\NC(=O)CS
Multiplicity ... 1
HOMO-LUMO gap ... 9.60 eV
Lowest unoccupied orbital energy ... -0.102 eV

```
13
Properties=species:S:1:pos:R:3:forces:R:3:mulliken_charge:R:1
H -2.278739 1.640057 1.171869 -1.1 -0.8 -1.8 0.1984
N -2.755620 1.280290 0.257366 3.6 -2.7 -0.3 -0.6099
C -1.911436 0.383509 -0.294854 -2.5 3.6 -1.6 0.2156
N -0.588927 0.222503 0.112707 -0.2 3.2 2.8 -0.2182
C -0.004141 -0.960235 -0.144763 1.0 1.3 0.1 0.7316
O -0.667518 -1.831264 -0.633616 0.6 -1.5 -0.4 -0.5585
C 1.480044 -0.929364 0.148555 1.1 -1.7 -3.8 -0.9302
S 2.640743 0.262967 -0.803574 -0.6 2.1 1.1 -0.1909
H -2.048765 -0.057137 -1.455984 -0.2 1.0 3.7 0.2435
H -0.176511 0.955390 0.852688 -1.2 -2.4 -2.4 0.2788
H 1.835176 -1.950975 -0.234781 0.0 1.5 0.9 0.3226
H 1.797495 -0.695327 1.090008 0.2 -0.1 2.9 0.3772
H 2.678199 1.679586 -0.065621 -0.5 -3.4 -1.2 0.1402
```
Positions in Å, forces in eV/Å.